Entry 1:
Computed, not measured: a molecular structure, C25H43Cl2CrF5N3O4Si, with the ωB97M-V functional and the def2-TZVPD basis.

Its highest occupied orbital energy (alpha / beta) is -8.62 / -8.62 eV. For the HOMO-LUMO gap (alpha / beta), the calculation gives 9.0 / 9.0 eV. As for the multiplicity: 4. Its energy above the lowest of the compared OMol25 structures with the same formula, charge and spin is 0.0 kJ/mol.

XYZ file:
```
84
Properties=species:S:1:pos:R:3:mulliken_charge:R:1
C 3.165 -1.932 -3.389 -1.321
C 2.364 -1.555 -4.593 0.069
H 3.435 -2.988 -3.425 0.416
H 2.575 -1.791 -2.486 0.224
H 4.078 -1.353 -3.291 0.259
C 2.375 -2.191 -5.766 0.097
C 3.167 -3.392 -6.152 -1.415
H 1.729 -1.800 -6.547 0.295
H 3.247 -4.092 -5.318 0.346
H 4.189 -3.112 -6.416 0.276
H 2.745 -3.927 -6.998 0.371
Cr -0.192 -0.154 3.881 0.267
Cl 1.289 -0.581 2.176 -0.452
C -0.496 1.998 1.987 0.346
O -1.163 1.224 2.698 -0.517
N -1.047 2.865 1.138 0.360
C -2.414 2.715 0.682 -0.873
C -0.289 3.988 0.627 -0.845
H 0.591 2.003 2.026 0.233
H -2.937 2.046 1.354 0.254
H -2.430 2.301 -0.326 0.095
H -2.916 3.683 0.668 0.437
H 0.685 4.020 1.103 0.268
H -0.809 4.924 0.830 0.347
H -0.150 3.895 -0.450 0.249
H -3.964 1.997 7.029 0.317
H -2.080 2.107 9.017 0.336
C -3.692 0.943 7.083 -0.951
C -1.862 1.073 8.747 -0.923
N -2.282 0.805 7.388 0.235
H -3.892 0.471 6.129 0.256
C -1.396 0.461 6.453 0.387
O -1.705 0.239 5.267 -0.573
H -0.793 0.908 8.841 0.291
H -0.365 0.380 6.790 0.238
H -4.295 0.468 7.857 0.336
H -2.380 0.416 9.445 0.332
H 0.762 -4.748 2.659 0.304
H -0.313 -3.252 0.705 0.347
C -0.230 -4.784 3.109 -0.920
C -1.230 -3.614 1.169 -1.067
N -1.042 -3.696 2.607 0.205
H -0.123 -4.699 4.186 0.329
C -1.422 -2.705 3.403 -0.011
O -1.530 -1.518 3.036 -0.596
H -2.021 -2.907 0.956 0.311
H -1.678 -3.013 4.420 0.618
H -0.690 -5.743 2.873 0.332
H -1.472 -4.597 0.767 0.358
O 0.162 -0.734 -4.005 -0.531
C 1.466 -0.351 -4.418 0.520
C 0.293 0.343 -6.559 0.137
C 1.376 0.452 -5.698 -0.326
H -0.520 -0.316 -6.296 0.475
C 0.256 1.077 -7.738 -0.817
H 1.911 0.294 -3.653 0.677
C 2.423 1.307 -6.034 -0.469
H -0.595 0.983 -8.401 0.408
C 1.300 1.927 -8.067 -0.403
C 2.387 2.041 -7.208 -0.719
H 3.277 1.387 -5.373 0.400
H 1.270 2.499 -8.985 0.394
H 3.206 2.703 -7.454 0.409
Si -0.742 0.065 -2.846 0.253
Cl 0.616 -1.816 5.295 -0.495
C -2.494 -0.501 -3.174 -1.086
C -0.588 1.922 -3.057 -1.060
C -0.229 -0.425 -1.110 -0.358
H -2.724 -0.476 -4.238 0.283
H -3.218 0.130 -2.660 0.337
H -2.646 -1.524 -2.829 0.322
H -0.332 -1.498 -0.956 -0.056
H -0.854 0.074 -0.368 0.048
H 0.806 -0.157 -0.908 0.330
H -0.716 2.220 -4.097 0.418
H 0.379 2.291 -2.718 0.314
H -1.352 2.436 -2.474 0.446
F 1.631 0.731 6.002 -0.283
C 1.204 1.295 4.813 0.898
F 0.477 2.432 5.117 -0.313
C 2.537 1.739 4.163 0.293
F 3.244 2.490 5.088 -0.278
F 3.305 0.637 3.839 -0.225
F 2.390 2.537 3.054 -0.223
```

=====

Entry 2:
Computed, not measured: 10 unconnected molecules or ions with the total composition C25H43Cl8FO5, with the ωB97M-V functional and the def2-TZVPD basis.

Its highest occupied orbital energy is -8.96 eV. As for the SMILES: Fc1ccccc1.CC(C)=O.CC(C)=O.CC(C)=O.CC(C)=O.CC(C)=O.ClCCl.ClCCl.ClCCl.ClCCl. For the HOMO-LUMO gap, the calculation gives 9.1 eV.

XYZ file:
```
82
Properties=species:S:1:pos:R:3:mulliken_charge:R:1
F 2.407 -0.291 5.510 -0.317
C 1.419 -1.041 4.991 0.154
C 0.428 -1.554 5.804 -0.494
C -0.576 -2.295 5.179 -0.475
C -0.546 -2.516 3.812 -0.584
C 0.473 -2.008 2.997 0.386
C 1.451 -1.240 3.603 -0.359
H 0.506 -1.402 6.871 0.430
H -1.389 -2.715 5.756 0.386
H -1.239 -3.213 3.358 0.339
H 0.499 -2.299 1.958 0.063
H 2.281 -0.771 3.090 0.455
C -2.104 3.053 -3.840 -0.543
Cl -1.955 1.318 -3.790 -0.101
Cl -1.279 3.831 -2.474 -0.022
H -1.712 3.407 -4.789 0.358
H -3.156 3.319 -3.823 0.297
C -0.476 -4.730 -0.433 0.287
Cl -1.828 -4.544 0.677 -0.135
Cl 0.756 -5.854 0.057 -0.181
H -0.794 -4.941 -1.446 0.332
H -0.065 -3.727 -0.370 -0.316
C -0.300 0.247 -0.589 0.840
Cl 0.386 1.124 0.806 -0.114
Cl -1.275 -1.152 -0.047 -0.028
H -0.987 0.900 -1.116 -0.048
H 0.477 -0.090 -1.261 -0.658
C -3.277 1.850 1.115 0.362
Cl -4.414 1.332 2.387 -0.200
Cl -3.818 1.453 -0.533 -0.134
H -3.156 2.907 1.309 0.202
H -2.290 1.414 1.206 -0.247
C 4.122 -3.821 -1.269 -0.787
C 4.189 -2.845 -0.111 0.460
O 5.106 -2.856 0.673 -0.578
C 3.181 -1.723 -0.076 0.417
H 4.853 -4.625 -1.183 0.386
H 4.342 -3.349 -2.230 0.181
H 3.141 -4.300 -1.327 0.145
H 2.433 -1.779 -0.870 -0.274
H 3.671 -0.753 -0.165 0.400
H 2.664 -1.725 0.884 -0.402
C 0.140 5.060 2.723 -1.141
C -0.537 4.942 1.392 0.775
O -0.847 3.845 0.957 -0.355
C -0.839 6.188 0.613 -0.978
H -0.082 6.052 3.107 0.382
H 1.218 4.880 2.628 0.237
H -0.087 4.191 3.344 0.343
H -1.335 6.958 1.204 0.450
H -1.503 5.934 -0.209 0.218
H 0.101 6.581 0.219 0.120
C -4.673 -2.103 1.409 0.072
C -5.584 -2.689 0.386 0.644
O -6.535 -2.059 -0.037 -0.572
C -5.285 -4.042 -0.200 -1.015
H -5.056 -1.147 1.758 0.141
H -3.820 -1.836 0.769 -0.404
H -4.443 -2.703 2.285 0.372
H -5.108 -4.780 0.589 0.314
H -4.373 -4.014 -0.799 0.158
H -6.127 -4.424 -0.770 0.333
C 2.300 6.132 -1.469 -1.390
C 2.666 5.013 -0.485 0.915
O 3.066 5.203 0.633 -0.568
C 2.374 3.644 -1.021 -0.622
H 3.049 6.077 -2.269 0.460
H 2.354 7.107 -0.999 0.370
H 1.394 5.832 -1.996 0.277
H 2.915 2.891 -0.441 0.246
H 2.726 3.560 -2.050 0.402
H 1.335 3.335 -0.894 -0.076
C 1.877 -3.756 -4.613 -1.153
C 1.459 -2.739 -3.589 0.741
O 0.871 -3.006 -2.561 -0.403
C 1.937 -1.316 -3.828 -0.841
H 1.867 -3.312 -5.607 0.390
H 1.260 -4.647 -4.573 0.314
H 2.921 -3.934 -4.336 0.245
H 1.693 -0.649 -3.006 0.009
H 1.529 -0.925 -4.759 0.414
H 3.032 -1.339 -3.806 0.293
```

=====

Entry 3:
Computed, not measured: a molecular structure, C25H43Ge2N6Os, with the ωB97M-V functional and the def2-TZVPD basis.

Its highest occupied orbital energy (alpha / beta) is -19.43 / -19.23 eV. For the HOMO-LUMO gap (alpha / beta), the calculation gives 4.7 / 4.2 eV. As for the multiplicity: 2. As for the total charge: +4. Its energy above the lowest of the compared OMol25 structures with the same formula, charge and spin is 300.6 kJ/mol.

XYZ file:
```
77
Properties=species:S:1:pos:R:3:mulliken_charge:R:1
Os -1.481 -0.185 0.568 2.605
N -0.436 0.084 2.380 -0.617
C -0.782 1.297 3.187 -0.901
C -1.440 2.290 2.242 -0.897
N -2.483 1.569 1.450 -0.365
C -3.081 2.479 0.406 -0.906
C -2.383 2.245 -0.907 0.076
N -2.400 0.756 -1.122 -0.764
C -3.606 1.111 2.344 -0.494
C -4.374 0.015 1.633 -0.969
N -3.361 -1.035 1.317 -0.543
H -0.521 -0.744 2.968 0.444
H 0.551 0.139 2.143 -0.171
H 0.113 1.711 3.652 0.551
H -1.429 0.996 4.005 0.394
H -0.716 2.686 1.529 0.442
H -1.866 3.141 2.780 0.499
H -3.026 3.519 0.731 0.445
H -4.138 2.245 0.303 0.395
H -1.339 2.554 -0.866 -0.305
H -2.861 2.759 -1.741 0.623
H -1.929 0.544 -2.000 -0.158
H -3.360 0.437 -1.265 0.435
H -4.240 1.955 2.622 0.386
H -3.189 0.716 3.267 0.354
H -4.799 0.358 0.690 0.315
H -5.200 -0.377 2.226 0.581
H -3.777 -1.732 0.703 0.347
H -3.147 -1.557 2.167 0.328
C 1.340 -4.779 2.130 -0.756
N 0.300 -3.936 1.511 0.053
C -0.848 -4.380 0.922 -0.305
C -1.511 -3.276 0.491 -0.920
N -0.778 -2.141 0.812 0.445
C 0.327 -2.606 1.421 -0.848
H 1.043 -5.816 1.999 0.342
H 1.408 -4.546 3.189 0.346
H 2.287 -4.602 1.627 0.339
H -1.095 -5.427 0.870 0.502
H -2.439 -3.229 -0.050 0.542
H 1.155 -2.024 1.786 0.855
C 2.563 -0.785 -3.684 -0.711
Ge 0.844 -1.324 -2.995 0.397
C -0.761 -0.733 -3.903 -1.155
C 0.705 -3.105 -2.269 -0.947
Ge 0.719 0.388 -0.635 -0.739
C 1.027 2.183 -1.423 0.822
C 1.198 3.297 -0.582 0.387
C 1.611 4.519 -1.078 -1.145
C 1.776 4.682 -2.454 -0.587
C 1.551 3.611 -3.315 -1.097
C 1.145 2.390 -2.803 -0.196
C 2.402 -0.002 0.316 0.728
C 2.873 0.864 1.337 0.684
C 4.051 0.612 1.999 -0.922
C 4.815 -0.522 1.659 -0.692
C 4.370 -1.397 0.653 -0.971
C 3.184 -1.150 0.009 -0.144
H 2.709 -1.410 -4.574 0.518
H 3.371 -1.000 -2.988 0.328
H 2.605 0.255 -3.994 0.382
H -0.768 -1.226 -4.881 0.580
H -0.803 0.338 -4.099 0.385
H -1.650 -1.077 -3.374 0.382
H 0.962 -3.784 -3.090 0.581
H -0.314 -3.319 -1.961 0.299
H 1.400 -3.309 -1.457 0.337
H 1.054 3.190 0.488 0.100
H 1.807 5.359 -0.426 0.496
H 2.047 5.649 -2.856 0.443
H 1.704 3.756 -4.376 0.491
H 0.966 1.569 -3.485 0.221
H 2.341 1.774 1.588 0.255
H 4.413 1.296 2.755 0.509
H 5.753 -0.714 2.168 0.459
H 4.976 -2.250 0.377 0.546
H 2.868 -1.838 -0.765 0.249
```

=====

Entry 4:
Computed, not measured: a molecular structure, C25H44AlBCl2F2KN5O8PS, with the ωB97M-V functional and the def2-TZVPD basis.

Its highest occupied orbital energy is -8.21 eV. For the HOMO-LUMO gap, the calculation gives 0.9 eV. As for the total charge: +1.

XYZ file:
```
91
Properties=species:S:1:pos:R:3:mulliken_charge:R:1
C -2.341 -4.956 1.164 -0.707
C -1.921 -4.909 -0.417 -0.391
N -1.123 -3.672 -0.636 0.303
C -1.737 -2.401 -0.968 0.025
P -3.529 -1.895 -1.243 0.578
O -3.480 -0.367 -2.033 -0.364
O -4.419 -1.692 0.195 -0.510
S -4.542 -3.116 -2.370 -0.379
N -0.630 -1.485 -1.083 -0.411
N 0.520 -2.135 -0.820 0.917
C 1.772 -1.316 -0.865 -1.018
C 2.263 -0.741 0.558 0.245
C 1.760 -1.573 1.835 0.079
C 1.734 -0.648 3.167 0.194
C 0.656 0.497 3.350 -0.434
C 0.701 1.289 4.694 -0.121
C 1.795 0.935 5.849 -0.338
C 2.857 -0.180 5.625 -0.749
C 2.803 -0.967 4.274 -0.414
C 0.316 -3.557 -0.547 -0.157
B 1.477 -4.625 -0.201 0.442
C 1.332 -6.249 -0.180 -0.899
O 2.770 -4.069 0.164 -0.510
H -2.483 -6.020 1.550 0.319
H -3.299 -4.336 1.252 0.278
H -1.519 -4.371 1.727 0.212
H -1.334 -5.869 -0.634 0.034
H -2.905 -4.946 -1.005 0.284
H -3.827 0.326 -1.405 0.304
H -5.247 -2.240 0.174 0.351
H 2.570 -1.902 -1.446 0.298
H 1.527 -0.394 -1.528 0.153
H 2.052 0.390 0.680 0.358
H 3.420 -0.819 0.557 0.067
H 0.706 -2.006 1.748 -0.075
H 2.512 -2.401 2.062 0.075
H -0.115 0.718 2.519 0.394
H -0.102 2.124 4.882 0.109
H 1.791 1.519 6.877 0.320
H 3.635 -0.462 6.422 0.403
H 3.561 -1.821 4.098 0.247
H 2.375 -6.759 -0.274 0.121
H 0.923 -6.602 0.850 0.377
H 0.697 -6.687 -1.031 0.531
H 2.998 -4.570 0.994 0.288
C -3.297 1.239 -4.846 -0.710
N -3.922 2.480 -5.371 0.874
O -5.141 2.555 -5.320 -0.499
O -3.172 3.333 -5.813 -0.530
H -4.083 0.576 -4.488 0.299
H -2.745 0.776 -5.663 0.289
H -2.632 1.526 -4.031 0.258
C 3.806 3.809 5.419 -0.526
O 4.459 3.439 6.622 -0.523
H 2.733 3.826 5.594 0.077
H 4.138 4.804 5.112 0.366
H 4.034 3.080 4.639 0.289
H 5.408 3.433 6.439 0.322
C 3.934 1.861 -1.894 -0.587
O 4.046 2.271 -0.538 -0.340
C 5.165 1.673 0.116 -0.463
C 6.315 2.663 0.260 -0.830
O 6.886 2.977 -1.020 -0.359
C 6.466 4.263 -1.515 -0.669
H 3.175 2.480 -2.377 0.245
H 4.878 1.984 -2.433 0.374
H 3.612 0.816 -1.938 0.124
H 5.489 0.767 -0.410 0.355
H 4.828 1.379 1.116 0.378
H 7.105 2.198 0.855 0.486
H 5.991 3.567 0.780 0.521
H 6.928 5.059 -0.941 0.390
H 5.379 4.366 -1.483 0.267
H 6.794 4.347 -2.553 0.264
N -8.505 3.180 -2.533 -0.350
C -9.774 2.760 -2.677 -0.032
C -10.289 2.268 -3.865 -0.346
C -9.449 2.206 -4.968 -0.298
C -8.133 2.635 -4.843 -0.232
C -7.713 3.109 -3.612 -0.280
H -10.388 2.830 -1.787 0.357
H -11.319 1.940 -3.926 0.377
H -9.815 1.827 -5.916 0.374
H -7.451 2.602 -5.682 0.424
H -6.695 3.453 -3.464 0.406
Cl 8.286 4.258 0.441 -0.253
K 1.206 3.398 6.305 0.980
Cl -0.437 0.914 -1.798 -0.573
F -8.499 1.745 -0.677 -0.485
Al 1.773 -8.804 0.482 0.833
F 3.558 -2.865 5.572 -0.873
```

=====

What did we get for max |F|? Answer: 0.047 0.029 0.057 0.112 Eh/bohr, in the order shown.
What did we get for energy? Answer: -114219.8928 -139756.2009 -151022.2141 -124640.2366 eV, in the order shown.